{"formula": "C14H40N4O6", "method": "ωB97M-V with the def2-TZVPD basis set", "species": ["C", "O", "N", "N", "H", "H", "H", "H", "C", "O", "N", "N", "H", "H", "H", "H", "C", "C", "C", "O", "H", "H", "H", "H", "H", "H", "H", "H", "C", "C", "C", "O", "H", "H", "H", "H", "H", "H", "H", "H", "C", "C", "C", "O", "H", "H", "H", "H", "H", "H", "H", "H", "C", "C", "C", "O", "H", "H", "H", "H", "H", "H", "H", "H"], "positions_angstrom": [[1.27, 0.22, -0.20], [1.83, 0.43, -1.23], [1.76, -0.47, 0.78], [0.00, 0.39, 0.08], [1.22, -0.78, 1.58], [2.76, -0.61, 0.72], [-0.56, 0.69, -0.70], [-0.30, 0.13, 1.01], [5.33, -0.21, -0.22], [4.86, -0.99, 0.58], [4.65, 0.47, -1.18], [6.55, 0.21, -0.16], [3.67, 0.23, -1.32], [5.12, 1.15, -1.74], [7.21, -0.11, 0.53], [6.80, 0.80, -0.95], [2.18, -0.31, 4.21], [0.76, -0.78, 4.41], [-0.26, 0.32, 4.72], [0.36, -1.49, 3.24], [2.56, 0.19, 5.10], [2.24, 0.45, 3.43], [2.91, -1.10, 4.05], [0.77, -1.48, 5.24], [0.13, 1.05, 5.44], [-1.18, -0.11, 5.12], [-0.66, 0.92, 3.91], [-0.52, -1.85, 3.40], [0.29, -3.81, 0.70], [-0.66, -3.32, -0.43], [-0.17, -3.69, -1.82], [-1.85, -3.94, -0.23], [0.45, -4.89, 0.72], [-0.02, -3.47, 1.68], [1.29, -3.41, 0.55], [-0.81, -2.24, -0.34], [0.80, -3.23, -2.01], [-0.77, -3.28, -2.63], [-0.07, -4.76, -1.99], [-2.30, -4.02, -1.07], [-3.81, 1.25, 0.97], [-3.45, 1.54, -0.45], [-4.04, 0.58, -1.44], [-3.98, 2.81, -0.70], [-3.22, 1.85, 1.65], [-3.62, 0.22, 1.27], [-4.90, 1.31, 1.04], [-2.36, 1.59, -0.44], [-5.12, 0.65, -1.35], [-3.72, -0.46, -1.36], [-3.78, 0.74, -2.48], [-3.54, 3.15, -1.48], [-0.28, 3.28, -2.08], [-1.21, 3.07, -3.34], [-1.04, 1.65, -3.95], [-2.60, 3.11, -3.09], [-0.19, 4.34, -1.84], [0.74, 2.98, -2.30], [-0.71, 2.71, -1.27], [-0.91, 3.78, -4.11], [0.01, 1.48, -4.21], [-1.62, 1.43, -4.84], [-1.28, 0.82, -3.28], [-3.02, 2.83, -3.91]], "charge": -1, "homo_lumo_gap_ev": [1.79, 9.42], "fmax_ev_per_a": 4.99, "multiplicity": 2}

---

{"formula": "C35H55F2N5O21PS2", "method": "ωB97M-V with the def2-TZVPD basis set", "species": ["C", "C", "O", "N", "C", "P", "S", "N", "C", "N", "C", "O", "N", "C", "O", "F", "C", "C", "F", "N", "C", "S", "C", "C", "H", "H", "H", "H", "H", "H", "H", "H", "H", "H", "H", "H", "H", "H", "H", "H", "H", "H", "H", "C", "C", "C", "O", "C", "O", "O", "H", "H", "H", "H", "H", "H", "C", "C", "C", "O", "C", "O", "O", "H", "H", "H", "H", "H", "H", "C", "C", "C", "O", "C", "O", "O", "H", "H", "H", "H", "H", "H", "C", "C", "C", "O", "C", "O", "O", "H", "H", "H", "H", "H", "H", "C", "C", "C", "O", "C", "O", "O", "H", "H", "H", "H", "H", "H", "C", "C", "C", "O", "C", "O", "O", "H", "H", "H", "H", "H", "H"], "positions_angstrom": [[4.12, -0.71, 2.92], [2.74, 0.17, 2.96], [2.14, 0.46, 1.65], [2.41, -0.50, 0.74], [1.72, -1.87, 0.80], [0.42, -2.52, 2.04], [-1.19, -3.04, 1.01], [2.27, -2.67, -0.39], [3.20, -1.67, -1.04], [3.86, -2.02, -2.18], [3.61, -3.46, -2.68], [4.55, -4.41, -2.44], [2.34, -3.92, -3.37], [2.04, -5.28, -2.71], [2.45, -6.46, -3.24], [1.30, -5.38, -1.40], [4.79, -1.20, -3.03], [5.36, -1.97, -4.38], [3.97, -0.05, -3.56], [3.31, -0.35, -0.34], [4.10, 0.91, -0.54], [3.17, 2.30, -1.42], [4.48, 3.40, -2.20], [5.94, 3.37, -1.46], [4.65, -0.57, 3.97], [3.83, -1.83, 2.71], [4.86, -0.33, 2.08], [3.01, 1.21, 3.46], [1.93, -0.36, 3.64], [0.86, -3.61, 2.86], [-0.05, -1.43, 2.91], [1.56, -3.31, -2.99], [5.75, -0.83, -2.45], [5.96, -1.17, -5.04], [4.46, -2.33, -5.08], [6.04, -2.91, -4.11], [4.35, 1.34, 0.55], [5.16, 0.73, -1.04], [4.10, 4.52, -2.22], [4.64, 3.01, -3.30], [5.90, 3.52, -0.29], [6.52, 2.34, -1.62], [6.63, 4.18, -2.00], [3.10, 4.94, 6.60], [4.05, 5.02, 5.41], [3.40, 5.56, 4.17], [4.15, 4.94, 3.14], [4.65, 3.78, 3.66], [5.18, 2.90, 3.00], [4.46, 3.72, 5.01], [2.68, 5.92, 6.83], [2.29, 4.23, 6.41], [3.64, 4.57, 7.48], [4.94, 5.59, 5.68], [3.47, 6.64, 4.10], [2.35, 5.26, 4.06], [-2.74, -2.41, -4.64], [-3.76, -2.45, -3.52], [-3.74, -1.23, -2.65], [-4.21, -1.73, -1.41], [-3.88, -3.06, -1.38], [-3.95, -3.77, -0.39], [-3.46, -3.49, -2.61], [-2.89, -1.53, -5.28], [-1.72, -2.39, -4.25], [-2.82, -3.31, -5.26], [-4.77, -2.63, -3.93], [-4.41, -0.44, -3.02], [-2.74, -0.81, -2.50], [-8.70, 1.96, -0.49], [-7.63, 2.44, -1.45], [-7.11, 1.36, -2.34], [-5.79, 1.80, -2.62], [-5.41, 2.57, -1.56], [-4.27, 2.95, -1.36], [-6.47, 2.85, -0.74], [-9.55, 1.52, -1.02], [-8.30, 1.22, 0.22], [-9.07, 2.79, 0.12], [-8.00, 3.29, -2.02], [-7.68, 1.27, -3.27], [-7.05, 0.38, -1.86], [2.29, -6.35, -6.12], [1.41, -6.03, -7.30], [1.87, -6.65, -8.58], [1.39, -5.75, -9.56], [1.30, -4.53, -8.96], [1.11, -3.48, -9.54], [1.46, -4.64, -7.60], [2.36, -7.43, -5.96], [3.30, -5.94, -6.25], [1.88, -5.89, -5.21], [0.36, -6.29, -7.09], [1.45, -7.65, -8.74], [2.96, -6.71, -8.67], [-4.88, 1.24, 2.19], [-4.44, -0.01, 2.91], [-4.69, 0.03, 4.39], [-3.68, -0.82, 4.90], [-2.64, -0.77, 4.01], [-1.53, -1.22, 4.21], [-3.03, -0.15, 2.85], [-5.95, 1.43, 2.34], [-4.31, 2.12, 2.52], [-4.70, 1.14, 1.11], [-4.89, -0.90, 2.45], [-5.68, -0.36, 4.65], [-4.57, 1.02, 4.83], [-3.81, 3.20, 6.70], [-2.54, 3.54, 5.93], [-1.29, 3.31, 6.73], [-0.39, 4.25, 6.16], [-1.15, 5.27, 5.67], [-0.71, 6.34, 5.28], [-2.48, 4.93, 5.66], [-3.81, 2.16, 7.03], [-3.93, 3.86, 7.57], [-4.68, 3.36, 6.06], [-2.52, 3.00, 4.98], [-0.90, 2.30, 6.61], [-1.40, 3.53, 7.79]], "charge": 1, "homo_lumo_gap_ev": 7.04, "fmax_ev_per_a": 10.77}

---

{"formula": "C37H25AsF5O2PtSeTe", "method": "ωB97M-V with the def2-TZVPD basis set", "species": ["Pt", "C", "C", "C", "C", "C", "C", "As", "C", "C", "C", "C", "C", "C", "C", "C", "C", "C", "C", "C", "H", "H", "H", "H", "H", "H", "H", "H", "H", "H", "H", "H", "H", "H", "H", "Te", "C", "C", "C", "C", "C", "C", "H", "H", "H", "H", "H", "O", "C", "O", "C", "C", "C", "C", "C", "C", "H", "H", "H", "H", "H", "F", "C", "C", "F", "C", "F", "C", "Se", "C", "F", "C", "F"], "positions_angstrom": [[0.72, 1.17, 0.36], [-4.91, 0.06, -2.12], [-4.29, 0.90, -1.21], [-2.91, 0.81, -1.00], [-2.16, -0.13, -1.70], [-2.78, -0.95, -2.64], [-4.15, -0.86, -2.85], [-0.23, -0.13, -1.47], [0.29, -1.98, -1.55], [-0.57, -3.03, -1.26], [-0.10, -4.34, -1.26], [1.24, -4.59, -1.54], [2.11, -3.54, -1.80], [1.64, -2.24, -1.80], [0.17, 0.50, -3.27], [0.51, -0.35, -4.32], [0.78, 0.18, -5.58], [0.71, 1.55, -5.80], [0.34, 2.40, -4.76], [0.07, 1.87, -3.50], [-5.98, 0.13, -2.28], [-4.87, 1.62, -0.65], [-2.42, 1.46, -0.29], [-2.20, -1.66, -3.21], [-4.63, -1.50, -3.58], [-1.61, -2.83, -1.02], [-0.77, -5.15, -1.03], [1.61, -5.62, -1.53], [3.16, -3.74, -1.99], [2.32, -1.41, -1.96], [0.58, -1.41, -4.16], [1.06, -0.48, -6.39], [0.95, 1.96, -6.77], [0.28, 3.47, -4.92], [-0.20, 2.54, -2.69], [1.22, 3.03, 2.01], [0.05, 2.46, 3.67], [0.04, 1.15, 4.16], [-0.71, 0.81, 5.28], [-1.43, 1.79, 5.96], [-1.40, 3.10, 5.51], [-0.68, 3.44, 4.37], [0.62, 0.38, 3.65], [-0.72, -0.21, 5.63], [-2.01, 1.53, 6.84], [-1.95, 3.88, 6.04], [-0.67, 4.46, 4.01], [0.85, -2.78, 2.21], [0.37, -1.74, 1.78], [1.07, -0.81, 1.21], [-1.14, -1.60, 1.89], [-1.88, -2.78, 2.08], [-3.25, -2.74, 2.26], [-3.92, -1.52, 2.28], [-3.20, -0.34, 2.11], [-1.82, -0.40, 1.89], [-1.33, -3.71, 2.09], [-3.81, -3.66, 2.39], [-4.99, -1.48, 2.45], [-3.70, 0.62, 2.16], [-1.29, 0.53, 1.76], [7.41, 1.63, 2.07], [6.32, 1.73, 1.31], [5.89, 0.64, 0.59], [6.59, -0.50, 0.64], [4.76, 0.75, -0.19], [4.40, -0.35, -0.87], [4.02, 1.91, -0.27], [2.43, 2.01, -1.36], [4.51, 3.00, 0.43], [3.91, 4.19, 0.36], [5.63, 2.92, 1.23], [6.08, 3.98, 1.90]], "charge": -1, "homo_lumo_gap_ev": 5.98, "fmax_ev_per_a": 1.61}

---

{"formula": "C14H19F12N2O18S4Zr", "method": "ωB97M-V with the def2-TZVPD basis set", "species": ["Zr", "C", "F", "F", "F", "S", "O", "O", "N", "S", "O", "O", "C", "F", "F", "F", "C", "F", "F", "F", "S", "O", "O", "N", "S", "O", "O", "C", "F", "F", "F", "C", "C", "O", "O", "H", "H", "H", "C", "C", "C", "O", "C", "O", "O", "H", "H", "H", "H", "H", "H", "C", "C", "C", "O", "C", "O", "O", "H", "H", "H", "H", "H", "H", "O", "H", "H", "O", "H", "H"], "positions_angstrom": [[-1.99, 0.34, -2.46], [-3.33, 0.29, 1.84], [-2.03, 0.40, 2.08], [-3.64, -0.99, 1.63], [-4.03, 0.71, 2.88], [-3.78, 1.44, 0.38], [-5.12, 1.87, 0.71], [-2.76, 2.46, 0.32], [-3.64, 0.51, -1.12], [-5.23, -0.01, -1.29], [-5.23, -0.98, -2.37], [-5.83, -0.54, -0.10], [-6.30, 1.41, -1.95], [-6.76, 1.06, -3.12], [-7.23, 1.74, -1.10], [-5.49, 2.48, -2.10], [1.48, 1.96, -4.40], [1.19, 1.36, -5.54], [2.71, 2.35, -4.42], [0.61, 2.92, -4.18], [1.38, 0.67, -2.95], [2.58, -0.12, -2.96], [1.19, 1.51, -1.80], [-0.13, -0.24, -3.23], [0.29, -1.56, -4.19], [-0.92, -2.27, -4.53], [1.24, -1.26, -5.20], [1.22, -2.89, -3.16], [1.82, -2.47, -2.07], [0.35, -3.83, -2.89], [2.14, -3.39, -3.95], [-0.71, -1.97, 0.88], [-1.12, -1.13, -0.28], [-0.88, 0.10, -0.37], [-1.65, -1.64, -1.31], [-0.31, -2.91, 0.48], [-1.51, -2.21, 1.57], [0.02, -1.47, 1.51], [2.31, 1.73, 2.75], [0.90, 2.14, 2.44], [0.25, 3.24, 3.30], [-0.31, 4.13, 2.31], [-0.05, 3.69, 1.09], [-0.59, 4.06, 0.09], [0.88, 2.73, 1.14], [2.85, 1.22, 1.95], [2.29, 0.91, 3.48], [3.04, 2.47, 3.08], [0.25, 1.26, 2.38], [0.90, 3.74, 4.02], [-0.61, 2.87, 3.86], [3.86, -1.99, 2.14], [4.83, -1.89, 3.30], [4.57, -2.73, 4.54], [5.86, -3.22, 4.87], [6.66, -3.14, 3.81], [7.71, -3.69, 3.72], [6.07, -2.45, 2.80], [3.52, -3.02, 2.01], [4.22, -1.68, 1.17], [2.96, -1.46, 2.46], [4.95, -0.87, 3.68], [3.94, -3.57, 4.23], [4.06, -2.20, 5.34], [-1.38, 2.39, -2.02], [-0.86, 2.78, -1.26], [-1.63, 3.16, -2.56], [-3.12, -1.16, -3.67], [-4.09, -1.26, -3.49], [-2.85, -1.92, -4.22]], "charge": 1, "homo_lumo_gap_ev": 6.77, "fmax_ev_per_a": 4.39}

---

Repeat the first record exactly.
{"formula": "C14H40N4O6", "method": "ωB97M-V with the def2-TZVPD basis set", "species": ["C", "O", "N", "N", "H", "H", "H", "H", "C", "O", "N", "N", "H", "H", "H", "H", "C", "C", "C", "O", "H", "H", "H", "H", "H", "H", "H", "H", "C", "C", "C", "O", "H", "H", "H", "H", "H", "H", "H", "H", "C", "C", "C", "O", "H", "H", "H", "H", "H", "H", "H", "H", "C", "C", "C", "O", "H", "H", "H", "H", "H", "H", "H", "H"], "positions_angstrom": [[1.27, 0.22, -0.20], [1.83, 0.43, -1.23], [1.76, -0.47, 0.78], [0.00, 0.39, 0.08], [1.22, -0.78, 1.58], [2.76, -0.61, 0.72], [-0.56, 0.69, -0.70], [-0.30, 0.13, 1.01], [5.33, -0.21, -0.22], [4.86, -0.99, 0.58], [4.65, 0.47, -1.18], [6.55, 0.21, -0.16], [3.67, 0.23, -1.32], [5.12, 1.15, -1.74], [7.21, -0.11, 0.53], [6.80, 0.80, -0.95], [2.18, -0.31, 4.21], [0.76, -0.78, 4.41], [-0.26, 0.32, 4.72], [0.36, -1.49, 3.24], [2.56, 0.19, 5.10], [2.24, 0.45, 3.43], [2.91, -1.10, 4.05], [0.77, -1.48, 5.24], [0.13, 1.05, 5.44], [-1.18, -0.11, 5.12], [-0.66, 0.92, 3.91], [-0.52, -1.85, 3.40], [0.29, -3.81, 0.70], [-0.66, -3.32, -0.43], [-0.17, -3.69, -1.82], [-1.85, -3.94, -0.23], [0.45, -4.89, 0.72], [-0.02, -3.47, 1.68], [1.29, -3.41, 0.55], [-0.81, -2.24, -0.34], [0.80, -3.23, -2.01], [-0.77, -3.28, -2.63], [-0.07, -4.76, -1.99], [-2.30, -4.02, -1.07], [-3.81, 1.25, 0.97], [-3.45, 1.54, -0.45], [-4.04, 0.58, -1.44], [-3.98, 2.81, -0.70], [-3.22, 1.85, 1.65], [-3.62, 0.22, 1.27], [-4.90, 1.31, 1.04], [-2.36, 1.59, -0.44], [-5.12, 0.65, -1.35], [-3.72, -0.46, -1.36], [-3.78, 0.74, -2.48], [-3.54, 3.15, -1.48], [-0.28, 3.28, -2.08], [-1.21, 3.07, -3.34], [-1.04, 1.65, -3.95], [-2.60, 3.11, -3.09], [-0.19, 4.34, -1.84], [0.74, 2.98, -2.30], [-0.71, 2.71, -1.27], [-0.91, 3.78, -4.11], [0.01, 1.48, -4.21], [-1.62, 1.43, -4.84], [-1.28, 0.82, -3.28], [-3.02, 2.83, -3.91]], "charge": -1, "homo_lumo_gap_ev": [1.79, 9.42], "fmax_ev_per_a": 4.99, "multiplicity": 2}